Below is C31H48N3P2Pd as an isolated structure at a distorted geometry, with properties calculated with ωB97M-V with the def2-TZVPD basis set.

Summary:
Total charge: +3
LUMO level (alpha / beta) in eV: -11.90 / -11.63
E in eV: -59427.630
Relative energy (zero: lowest compared OMol25 entry of this formula, charge and spin) in kJ/mol: 117.7
HOMO level (alpha / beta) in eV: -16.607 / -16.612
Multiplicity: 1

```
85
Properties=species:S:1:pos:R:3:forces:R:3
C 4.0333 -3.8161 -2.7006 -0.02 -0.08 -0.22
C 4.5824 -2.1464 -0.7703 0.04 -0.06 -0.02
H -1.1724 2.5496 3.9475 0.01 -0.02 0.04
C -1.4069 -0.0606 1.7610 -0.12 -0.25 0.55
H -0.0199 1.2879 -4.0077 0.01 0.04 0.04
H 2.9124 1.5062 3.0876 -0.05 0.06 -0.12
H -1.2912 -2.5049 -3.3100 -0.02 -0.03 -0.01
H 3.4802 0.0170 1.5479 0.07 0.04 -0.01
C 4.2777 -0.1051 0.8146 0.05 -0.09 -0.04
C -3.5925 1.8548 4.9258 -0.04 0.04 0.08
C 0.9701 3.3528 1.4387 -0.19 -0.28 0.03
H 1.2214 2.9540 -0.6979 0.00 -0.04 -0.02
H 5.5642 -2.4755 -0.4744 -0.01 -0.01 -0.02
H -2.9283 2.2199 5.7097 0.01 -0.01 -0.01
C -1.7635 2.6651 -2.3050 0.04 0.01 0.04
H 2.7472 2.8821 0.2427 -0.04 0.02 -0.05
H -0.2279 5.0598 0.9347 -0.01 -0.01 -0.02
H 1.0648 -0.4933 -5.3155 0.00 -0.03 0.00
H -2.6784 -5.6509 -2.1061 -0.01 0.02 -0.03
C 0.8950 -0.6235 -4.2471 0.01 0.17 0.02
H -4.3420 1.1920 5.3529 0.01 0.01 0.02
H -2.2312 -0.7957 -4.1162 -0.03 -0.03 -0.02
H -0.9319 4.0932 2.2190 -0.02 0.02 -0.04
H -1.3155 -0.4834 -5.5841 0.01 0.02 0.01
H 0.7071 -1.6855 -4.0764 -0.01 -0.02 -0.06
C -0.8528 1.0774 2.4394 0.03 -0.05 -0.18
H -3.6074 0.7059 -2.8169 0.01 -0.04 -0.04
H -1.8085 1.5322 -0.4891 0.06 -0.01 0.02
N 2.6556 -1.9664 -1.7691 0.05 -0.13 -0.09
C -1.0097 -1.5016 -1.4440 0.27 0.05 -0.03
C 3.7892 -2.6962 -1.7592 0.10 0.21 0.25
H 3.1451 -4.4365 -2.8243 0.03 -0.04 0.03
C -3.3330 0.7334 -1.7652 0.04 -0.06 0.05
C -1.6749 -3.9673 -0.2636 0.02 0.00 -0.01
N -0.7513 -0.5595 0.7150 0.78 1.52 -1.08
C 3.8638 -1.0714 -0.2410 -0.03 -0.04 -0.17
H -0.9996 -5.6347 -2.5944 0.00 0.02 0.00
H 0.6822 1.8441 5.1446 -0.02 0.01 0.00
C 1.8229 -0.1847 3.8676 0.07 -0.03 -0.07
H 2.0909 -0.8762 3.0661 -0.01 0.00 0.00
C -1.9422 1.3419 -1.5578 0.26 -0.08 -0.02
H -1.4046 -3.0077 1.6271 0.05 -0.02 -0.02
H 2.3766 2.2816 5.2674 -0.02 -0.01 0.03
P 0.8385 1.5557 1.9320 1.46 0.04 0.05
P -0.5460 0.1828 -1.9981 0.28 -0.28 -0.12
H -2.1729 0.8244 -4.7957 -0.03 -0.01 0.04
C -2.7015 -0.5321 2.1489 0.11 -0.15 0.04
H -4.0682 1.3568 -1.2541 0.02 0.02 -0.02
C -2.8416 1.1994 3.8316 -0.05 -0.09 -0.04
N 2.6830 -0.9667 -0.8602 0.17 0.61 0.48
C -0.2955 0.2456 -3.8289 0.10 -0.26 0.32
C -1.2999 -2.5904 -2.2326 0.00 -0.05 0.02
H -3.1414 -1.3629 1.6131 -0.08 0.08 0.00
H 4.3191 -3.4397 -3.6852 -0.02 0.03 0.03
C -1.4070 -2.8993 0.5491 -0.27 0.16 0.08
H -4.1204 2.7344 4.5356 0.02 -0.01 -0.05
H 0.8214 -0.4353 4.2237 0.00 0.01 0.02
H -3.4122 -0.2772 -1.3593 -0.05 0.02 0.00
H 4.8505 -4.4408 -2.3498 -0.04 -0.01 0.07
C -1.5709 1.6844 3.4345 0.13 0.09 -0.14
C -1.6321 -3.8404 -1.6663 0.06 0.14 -0.05
H 1.9985 4.4266 -0.1294 -0.03 0.00 -0.05
H -2.4683 3.3967 -1.9089 0.01 0.00 0.00
H 1.8092 -0.3198 -3.7337 -0.01 -0.03 -0.03
C 1.8996 1.2782 3.4322 -0.37 -0.01 -0.03
C -0.3834 4.0370 1.2794 0.04 0.06 0.07
C -1.5862 -0.0728 -4.6108 0.02 0.08 -0.03
Pd 1.1064 0.4748 -0.2280 -2.84 -0.70 0.25
H 5.1672 -0.4620 1.3285 0.00 0.00 0.01
H 1.3186 3.2430 4.2515 0.02 0.02 0.05
H -1.9103 -4.9303 0.1720 0.04 -0.01 0.00
H -2.1777 -4.7297 -3.5458 -0.01 0.01 0.01
H 1.9024 -2.0447 -2.4269 -0.07 0.00 0.03
H -0.7563 3.0723 -2.1916 -0.02 0.05 0.00
C 1.7857 3.3912 0.1398 0.09 0.01 0.13
C -1.9023 -5.0154 -2.5330 -0.03 -0.11 -0.02
C -3.3855 0.0876 3.1520 -0.04 -0.04 -0.03
H -1.9745 2.5600 -3.3681 0.01 -0.01 0.00
H 4.5171 0.8637 0.3714 -0.02 0.01 0.04
C 1.5324 2.2254 4.5798 0.09 -0.02 -0.01
H 1.5454 3.8531 2.2198 -0.02 -0.05 0.06
H -1.0081 3.5274 0.5418 -0.02 -0.01 -0.02
H 2.5135 -0.3526 4.6940 -0.01 0.00 0.00
H -4.3714 -0.2676 3.4247 0.00 0.02 0.02
C -1.0710 -1.6488 -0.0221 -0.04 -0.41 0.02
```
Forces are in eV/Å.

Atom charges from the Mulliken analysis, given in e for atoms 1 to 4: number 1, C, carries -1.37; number 2, C, carries -1.20; number 3, H, carries 0.71; number 4, C, carries 0.10


Below is C6H12Cl12F6O4P2V2 as an isolated structure at a distorted geometry, with properties calculated with ωB97M-V with the def2-TZVPD basis set.

Summary:
LUMO level (alpha / beta) in eV: -2.01 / -2.11
E in eV: -251142.276
Relative energy (zero: lowest compared OMol25 entry of this formula, charge and spin) in kJ/mol: 0.0
HOMO level (alpha / beta) in eV: -9.686 / -10.842
Multiplicity: 7

```
44
Properties=species:S:1:pos:R:3:forces:R:3
Cl 3.4054 3.6982 -1.6497 0.00 0.05 -0.18
F -4.0061 -4.4054 -1.0200 0.19 0.42 0.17
Cl -2.4761 3.0360 -3.3606 -0.10 -0.13 -0.09
Cl 2.1831 3.0703 3.0798 -0.02 -0.32 -0.03
H -1.7507 3.3286 -0.7677 0.02 0.15 -0.04
F -5.3330 -3.5427 0.6212 0.44 0.59 0.12
O -1.2851 0.8806 0.4866 1.93 0.00 0.07
P -3.7615 -3.6012 0.3469 -1.05 -3.09 -0.96
F -3.8143 -2.1828 -0.4918 -0.26 0.88 -0.28
H 3.8435 -0.2618 -0.2507 -0.09 -0.06 0.13
F -3.6535 -4.9745 1.1712 0.31 0.94 0.15
Cl -1.1581 -2.3468 4.1256 0.08 0.02 -0.33
Cl 1.7357 2.9245 -4.0192 0.36 0.03 0.44
C 2.3122 2.5111 -2.3816 -0.13 0.21 -0.05
C 2.0017 1.4956 2.2799 0.28 0.22 0.44
H -2.3477 0.7133 -2.8084 -0.19 0.15 -0.08
H 1.1870 0.9500 2.7395 -0.29 0.24 -0.19
C -1.5288 3.9444 0.0952 -0.05 0.20 0.00
H 2.8448 1.5708 -2.4149 -0.09 -0.09 -0.14
H 0.4775 -3.5814 2.9779 0.12 0.05 -0.18
Cl 3.4193 0.4541 2.5490 0.14 0.03 -0.13
O 1.0495 0.0641 -0.9435 0.13 0.88 0.69
Cl 4.5304 -1.5073 -2.0912 0.03 -0.08 0.16
P -0.2560 -0.0756 -0.1528 -1.97 0.59 -0.66
O -1.1906 -0.8916 -1.1363 -1.25 0.82 -3.98
F -2.1553 -3.6113 0.0702 0.24 0.17 0.10
H 1.8927 1.6913 1.2203 -0.10 -0.18 -0.04
Cl 2.9953 -2.3885 0.2319 -0.37 -0.32 -0.09
H -0.8819 1.6187 -2.4530 0.20 -0.05 -0.19
C 4.2284 -1.2694 -0.3617 -0.05 0.69 -0.47
Cl -0.9834 0.8750 -4.6958 -0.03 -0.08 0.00
O -0.2109 -1.4058 0.6373 2.54 -0.70 3.60
C -1.6700 1.4701 -3.1838 0.08 0.03 0.29
H 5.1369 -1.3865 0.2165 0.00 -0.28 -0.06
Cl -2.1481 5.5849 -0.1639 -0.08 -0.17 -0.08
H 1.4442 2.4640 -1.7397 -0.03 -0.11 0.00
V -2.3228 -0.9443 0.5984 -0.39 -1.44 -0.30
H 0.6977 -1.7651 2.8065 -0.01 -0.24 -0.30
C 0.4726 -2.6067 3.4442 -0.07 0.34 1.15
Cl 1.6688 -2.5828 4.7815 -0.10 -0.14 -0.41
H -2.0130 3.5395 0.9751 0.22 -0.01 0.10
F -3.4525 -2.6539 1.6480 0.12 0.36 0.75
Cl 0.2332 3.9934 0.3236 -0.13 -0.17 -0.03
V 0.6395 -1.8935 -1.3400 -0.56 -0.42 0.94
```
Forces are in eV/Å.

Atom charges from the Mulliken analysis, given in e for atoms 1 to 4: number 1, Cl, carries -0.18; number 2, F, carries -0.36; number 3, Cl, carries -0.17; number 4, Cl, carries -0.16


Below is a 10-piece molecular cluster, C52H114N6O20 overall at a distorted geometry, with properties calculated with ωB97M-V with the def2-TZVPD basis set.

Summary:
LUMO level in eV: 0.50
E in eV: -105655.089
HOMO level in eV: -8.433
Multiplicity: 1

```
192
Properties=species:S:1:pos:R:3:forces:R:3
H 1.9504 4.3440 -3.0287 -1.02 0.86 0.02
O -0.8928 -0.0113 0.3572 -0.42 0.36 -0.65
N -2.0065 3.9586 -4.9960 0.58 0.51 1.73
C -8.0970 -0.6204 1.7426 -0.43 0.28 0.21
H -8.9992 -1.1896 1.4627 0.50 -0.18 -0.61
H 5.9636 3.1184 -2.1465 0.11 0.23 0.35
C 1.1501 3.9802 -0.3490 1.67 -0.52 0.37
C 8.0395 0.7877 -1.4130 -0.39 -1.63 -1.07
H -3.9137 6.7251 -0.5663 -0.08 -0.31 -0.30
C 2.2100 2.3696 -3.5921 -0.04 -0.51 1.61
N -5.7331 1.8927 0.4023 0.53 -1.74 0.60
H 1.9587 0.0152 7.0986 -0.37 -0.03 0.37
H -1.0431 4.3462 -3.1440 -0.31 0.34 -0.07
C -5.1412 4.1950 -0.1496 -0.60 -0.69 -0.59
H 8.7275 0.3516 -2.1826 -0.03 0.95 0.81
H -1.9798 5.5900 -9.5343 0.06 -0.32 -0.12
H -8.4353 0.3976 1.8625 -0.17 0.48 0.34
O -5.4418 5.5217 0.1612 -0.21 0.40 1.13
H -2.7369 3.9229 -9.6403 0.10 0.19 -0.32
H 0.8806 -1.2380 2.0453 0.19 -0.54 -0.40
N 1.2636 3.0557 -1.4628 -0.59 -0.06 -0.21
O 6.4419 -2.1500 0.2178 -0.96 -1.20 1.27
H 3.2906 0.2180 4.4099 0.10 0.46 -0.13
O -1.8616 4.3168 -7.8692 -0.23 0.82 -0.46
O -3.5705 -3.2727 0.1634 -0.72 -0.38 1.58
H -3.4587 3.7513 -2.6895 0.44 -0.27 0.11
H 5.9427 0.3987 -1.7639 -0.70 -1.11 0.23
C -4.5928 -2.6774 2.3529 -0.08 -0.48 0.44
H -3.5014 5.2349 -8.7347 -0.39 0.09 0.07
C -5.0230 -4.9633 2.7608 0.39 0.21 1.17
C 2.1742 3.4340 -2.5100 0.77 -0.04 -0.14
C -2.5519 4.8005 -9.0278 0.41 -0.43 0.75
H 2.4287 -0.0883 -4.3894 -0.01 -0.25 -0.36
N 1.8305 0.3909 -0.0148 -0.28 -0.34 -1.45
H 5.9981 -2.2011 6.7040 -0.19 0.08 0.46
C -4.9480 6.4235 -0.7971 -0.31 0.48 0.27
C -0.6091 3.0271 6.3563 -0.83 -0.60 0.32
H -5.3656 -3.3702 4.2846 -0.62 -0.09 0.40
C 1.0342 -0.1600 6.5282 1.28 -0.04 0.93
H 6.5147 -1.5679 2.9737 -0.20 -0.40 -0.08
O 0.3218 2.0688 6.8102 -0.88 1.06 1.74
N -0.4924 -4.6042 -3.1532 0.39 0.82 1.64
H -2.4031 0.0823 1.6195 -0.59 0.26 -0.70
H 1.9487 -5.2136 -2.5759 0.27 0.00 -0.34
C -5.6542 3.1983 0.9293 0.38 2.24 -0.24
O -3.0089 -5.0997 -4.6135 0.53 0.14 0.98
H 1.5980 -2.5079 7.1355 0.20 -0.69 -0.58
H -0.8843 3.5492 -0.1306 -0.22 0.35 0.05
H -2.6012 1.1597 0.1615 -0.27 0.81 -0.09
H -6.6072 3.6080 1.3091 0.04 -0.18 0.01
H -5.5867 -2.1891 2.1271 1.17 -0.58 -0.03
H 2.6342 -3.5519 -2.6200 0.33 -0.19 -0.43
H -1.0132 -4.1998 0.6401 0.03 0.39 0.01
H 7.9458 0.0331 -0.6407 -0.10 -0.20 0.17
C -4.0905 -3.5951 1.2286 0.41 2.66 -2.01
O 1.9554 -4.3142 -4.5047 -2.19 1.41 2.21
H 1.3702 0.3974 0.8793 -0.23 -0.13 0.29
C -7.0889 0.0013 -0.3682 -0.73 0.70 0.25
H 3.8983 -4.4744 2.6740 -0.58 -0.81 -0.07
H 1.6899 4.3472 2.4300 0.48 -0.22 -0.07
H 1.5569 -2.2351 3.2434 0.70 -0.18 0.75
H -1.9090 -4.0043 -1.7079 0.53 0.28 0.12
O -0.2310 4.3605 1.6269 0.25 -0.09 0.21
C 3.0818 -4.8394 -5.0153 1.42 -1.40 -0.78
H -4.1693 -6.6491 -4.0704 -0.12 -0.59 -0.60
H 1.0179 -4.3895 1.9466 -0.36 0.33 0.32
C 5.7548 -3.5986 3.4114 0.48 0.22 1.27
H 3.8644 -2.7309 2.9946 -0.68 0.36 0.26
C 0.5258 -3.6558 -2.7322 0.67 0.10 -1.89
C 3.3607 0.4388 -4.1794 -0.16 -0.22 0.40
C -1.0612 4.8049 -5.6966 -0.98 -0.12 -0.07
O 3.3870 -0.0669 2.4684 -0.79 -0.14 -0.88
H 2.9780 -1.3068 0.4323 0.38 -0.29 -0.84
H -1.5226 2.5416 5.9668 0.16 -0.04 0.26
O -1.0650 -1.8202 4.0481 0.33 0.14 0.23
H 0.9655 5.0005 -0.6365 -0.09 0.44 -0.61
H 0.5108 -2.6342 -3.2203 -0.45 -0.75 0.05
H -3.7122 -3.8461 4.0186 0.17 0.33 -0.14
H 3.6067 -0.1139 -0.8840 0.42 -0.54 -0.03
H -3.8406 -6.5202 -5.8850 0.42 -0.24 0.19
H 3.7071 0.9486 -5.0875 -0.06 0.03 0.13
H -2.7448 5.6613 -6.5833 0.59 0.43 -0.38
H -7.7931 -1.0085 2.7113 0.21 0.06 0.06
H -5.0124 -5.4976 -5.1029 0.48 0.04 0.20
H 6.2378 -4.5687 3.3748 -0.13 -0.33 -0.08
H -7.0281 2.1142 -1.0995 -0.56 -0.65 -0.22
H 0.1023 2.4998 0.7519 0.29 -0.87 0.63
H -0.9883 -0.7688 -1.5817 -0.38 0.08 -0.07
H -2.3389 3.2004 -5.5406 -0.14 -0.79 -0.51
H -4.0567 4.0646 -0.3172 -0.29 -0.11 -0.01
C -4.3446 1.4126 -2.8810 -1.10 -1.59 -0.01
H 3.1815 3.6701 -2.1137 0.12 -0.51 -0.19
C -2.6608 2.9874 -2.8134 -0.20 -0.28 -0.53
C -4.0317 -6.0040 -4.9466 -1.03 0.50 0.52
H 6.0788 -3.6949 7.6205 -0.07 -0.50 -0.02
C 6.6792 1.0919 -2.0604 0.83 0.80 0.07
H -0.9360 5.6733 -5.0843 0.71 0.48 0.73
H -8.0609 -0.1455 -0.8562 0.04 -0.50 0.10
H -4.6339 -5.8396 3.2603 -0.09 -0.31 0.02
C 3.9177 0.3591 1.2355 2.67 -0.94 -0.43
H 6.6811 1.1127 -3.1624 0.26 0.22 0.48
H -3.8237 -1.9473 2.5513 0.00 0.49 -0.19
H -0.5440 0.9725 -1.5192 -0.43 -0.07 0.49
H 1.5901 -3.3540 0.7172 0.04 0.41 -0.26
C -2.3122 0.1951 0.5192 1.50 -0.86 1.15
O 4.8083 -3.2685 1.3131 -0.64 -0.43 -1.50
H -2.5961 -6.0224 -2.7841 -0.11 -0.01 0.13
C 2.0799 -2.3555 6.1446 -0.93 0.67 0.01
H 1.4667 -0.2203 -1.9897 -0.20 -0.04 0.06
H 0.4345 -3.4321 -1.6850 -0.09 -0.29 0.68
H -0.7243 -2.4713 0.2065 0.41 -0.58 0.39
H 1.9960 -3.2133 5.4394 -0.43 0.40 0.66
H 5.5352 2.2588 -0.6981 0.14 0.34 0.30
C 0.6775 4.0814 2.6939 -0.79 0.03 -1.01
H -0.4588 -4.9095 -4.1077 0.25 0.35 -0.44
H -0.7319 2.7844 -3.6632 0.10 -0.51 -0.42
H -4.2486 1.3628 -1.8141 0.35 0.40 0.94
H 5.2041 -2.3538 8.3796 0.36 0.00 -0.78
H 3.1637 -4.5275 -6.0602 -0.28 -0.62 -0.12
C 0.8263 -2.2553 2.4765 -0.23 0.92 0.60
H -5.0466 5.9239 -1.7615 0.29 0.44 -0.41
H 0.3905 4.6583 3.5348 -0.37 0.84 0.70
C -1.7213 5.3726 -6.9149 -0.32 -0.84 -0.48
H -1.9088 -3.0619 -3.2122 -0.41 0.03 -0.06
H 7.6658 -2.8424 2.6602 -0.06 -0.05 -0.27
H 3.9329 1.4405 1.1445 -0.23 0.42 0.09
O 8.4904 1.9652 -0.7937 1.24 1.49 0.53
H -5.5594 1.2203 1.1378 0.28 -0.02 0.09
H -0.1198 4.3223 -5.9398 0.43 -0.03 -0.05
H -6.0883 -5.0735 2.6027 -0.22 -0.03 -0.38
H 4.8987 0.4097 3.7710 0.42 0.46 -0.19
O -3.2190 1.8734 -3.5319 0.80 0.77 0.31
H 4.1211 -0.2936 -3.8834 -0.16 0.25 0.17
C 4.4425 -3.5661 2.6486 0.96 0.66 0.79
H -3.7834 -4.6216 -2.7064 0.39 -0.65 -0.27
C 3.1350 -0.2765 0.0786 -0.53 1.06 1.99
H 0.5402 3.0550 2.9834 0.44 -0.79 0.10
O 7.7490 4.0982 -0.2914 -0.05 -3.00 -0.80
C 5.4442 -2.8488 7.4077 -0.61 0.12 0.07
O -1.3747 -2.8128 2.1124 0.12 -0.46 -0.23
H -0.2080 3.5557 5.5249 0.48 0.85 -0.67
H -1.1182 6.1934 -7.3523 -0.44 -0.13 0.19
C -0.5753 -3.2526 0.9832 -1.21 -0.52 -1.00
C 6.3563 2.4240 -1.3973 -2.05 0.27 -1.24
H 2.1305 4.0063 0.2122 -0.75 0.03 -0.10
H 3.6360 1.7292 3.4879 0.38 -0.29 0.00
O 4.2149 -3.2768 6.7957 0.66 0.27 0.30
C -1.7700 -4.0657 -2.7916 -0.38 -0.50 -0.10
H 5.6988 -3.3150 4.4851 -0.40 -0.29 -0.69
C 3.8550 0.6497 3.5675 -0.71 -0.43 1.03
H -2.2847 2.6243 -1.8243 -0.27 0.40 -0.53
H 3.9672 -4.4317 -4.5829 0.95 0.40 0.77
C -2.8417 -5.0255 -3.1549 -1.60 0.81 -1.44
H 1.1810 1.9393 -3.6402 0.58 0.28 -0.45
C -4.6727 -3.6819 3.5323 0.10 -0.04 -1.15
C 3.5384 -2.1282 6.3458 0.63 1.21 -0.83
H -2.8549 -0.5769 -0.0079 -0.33 -0.34 -0.07
H -5.5598 7.3515 -0.7706 0.24 -0.68 -0.04
H 1.2131 -1.4729 -0.7264 -0.75 0.72 -0.56
H -5.2569 2.0064 -3.0752 0.24 -0.19 -0.25
H 5.0519 0.0294 1.2409 -1.83 0.52 -0.42
H 0.5930 -1.5759 5.1292 -0.60 0.61 -0.29
C 1.0157 -0.3918 -1.0049 0.57 -0.22 1.33
H 2.5476 2.7624 -4.5509 -0.01 -0.03 -0.11
H 3.1134 -5.9409 -4.8445 0.14 0.41 -0.56
O 3.0987 1.3501 -3.1176 0.45 -0.06 -0.95
H 0.2269 -0.4345 7.2409 0.30 -0.14 -0.39
H -4.4785 0.3363 -3.1260 -0.26 0.70 -0.43
C -6.9831 1.5171 -0.1769 -0.02 0.47 -0.80
N 1.4089 -1.1419 5.5301 0.74 -1.84 0.30
C 5.9893 -2.6808 1.2232 1.84 1.86 -0.24
C 0.6921 1.1406 5.8831 -0.56 -0.67 -2.04
C 0.8358 -3.4037 1.4952 0.09 0.21 -0.14
H -7.8447 1.8425 0.4378 0.09 -0.04 -0.06
C 6.6001 -2.6196 2.6394 0.25 0.53 -0.67
C 1.8822 -4.2256 -3.0549 -0.12 0.02 -0.37
C -0.4768 0.0014 -0.9977 1.60 -0.55 -0.03
H -0.9121 3.7156 7.1658 0.48 -0.44 -0.30
H 1.5143 1.5401 5.2845 0.25 -0.22 -0.19
H -6.3113 -0.5007 -0.9201 0.36 0.44 -0.65
H -0.1191 0.8764 5.1692 0.02 0.49 0.13
O -6.9822 -0.6497 0.8863 -0.23 -0.77 0.29
C 7.5667 2.9657 -0.7403 0.60 1.55 0.22
H -5.7009 3.9882 -1.0973 0.62 -0.32 0.29
O -4.3027 -4.8426 1.5316 -0.44 -1.71 0.14
H 3.6841 -1.2978 7.0541 0.04 -0.12 -0.03
H 1.5349 2.1281 -1.0967 -0.02 0.57 -0.04
C 0.0035 3.5354 0.5021 -0.64 0.47 -0.12
C -1.5319 3.5197 -3.6664 -0.16 0.36 -0.18
C -0.5844 -2.2500 3.0318 -0.28 -0.32 -0.40
H -4.9402 3.1899 1.7408 0.13 0.15 0.36
H 3.9448 -1.7596 5.3578 -0.02 -0.38 0.73
```
Forces are in eV/Å.

Atom charges from the Mulliken analysis, given in e for atoms 1 to 4: number 1, H, carries 0.50; number 2, O, carries 0.13; number 3, N, carries -0.15; number 4, C, carries -0.83